Formula: C15H24CrO4
Source: the OMol25 dataset
Level of theory: wB97M-V/def2-TZVPD

```
44
Properties=species:S:1:pos:R:3:forces:R:3:nbo_charge:R:1
Cr -0.15065 -0.27643 -0.17056 -0.21 -0.73 0.04 0.912
C -2.88323 1.04643 -0.74617 0.04 0.06 -0.27 -0.087
C -3.06499 -0.24470 0.02361 0.08 -0.12 0.11 -0.082
O -1.94505 -0.29592 0.92476 -0.53 -0.41 -0.05 -0.557
C -1.99040 -1.38548 1.86275 0.02 0.09 -0.09 -0.082
C -0.82462 -1.12059 2.77166 0.17 -0.12 0.03 -0.087
O 0.30964 -0.82665 1.91786 -0.01 0.31 0.29 -0.537
C 1.20043 0.16013 2.49268 0.08 -0.29 0.02 -0.087
C 0.74289 1.51807 2.04905 0.05 0.14 -0.18 -0.100
O 0.72748 1.42164 0.60904 0.40 0.13 -0.11 -0.548
C 0.36014 2.60634 -0.12319 0.17 -0.12 0.10 -0.087
C -1.12721 2.59884 -0.26536 -0.09 0.13 -0.21 -0.096
O -1.46088 1.31644 -0.85145 -0.09 0.17 0.08 -0.533
H -3.35855 1.88486 -0.24223 -0.01 -0.03 0.06 0.218
H -3.30634 0.97009 -1.74667 0.03 0.02 -0.02 0.229
H -3.03813 -1.12358 -0.62280 -0.02 0.00 -0.02 0.190
H -4.00109 -0.25894 0.58257 -0.01 0.09 0.01 0.233
H -1.89039 -2.32771 1.31987 0.00 -0.03 0.03 0.193
H -2.93656 -1.39044 2.40442 0.01 0.07 0.05 0.236
H -0.59998 -1.98594 3.39535 0.05 0.00 0.00 0.234
H -1.01865 -0.26241 3.41562 -0.08 0.02 -0.04 0.205
H 2.19134 -0.05272 2.09399 0.01 0.00 -0.02 0.218
H 1.23980 0.05971 3.57645 -0.06 0.01 0.01 0.235
H 1.44437 2.29602 2.35278 0.02 -0.01 0.00 0.236
H -0.25663 1.76792 2.41314 -0.01 -0.03 0.04 0.194
H 0.84451 2.50808 -1.09291 -0.01 0.06 -0.01 0.217
H 0.74479 3.49906 0.36890 -0.09 0.01 0.07 0.238
H -1.46022 3.41009 -0.91470 -0.06 -0.05 -0.05 0.236
H -1.63550 2.68610 0.69682 0.06 0.01 0.05 0.197
C 1.49536 0.70607 -3.05142 -0.06 -0.05 0.00 -0.643
C 1.01383 -0.42380 -2.18490 0.04 0.36 0.21 -0.024
C -0.23219 -1.04167 -2.41077 0.05 0.21 -0.15 -0.189
C -0.65774 -2.11572 -1.63805 -0.08 -0.03 -0.13 -0.192
C 0.17063 -2.62458 -0.63587 -0.04 0.15 0.28 -0.216
C 1.43154 -2.05617 -0.42605 0.21 0.11 0.03 -0.172
C 1.83530 -0.94501 -1.16060 0.00 -0.09 -0.25 -0.164
H 1.94131 0.30157 -3.96178 0.00 0.00 0.00 0.274
H 2.26149 1.29333 -2.54707 0.01 0.00 -0.02 0.233
H 0.67614 1.35928 -3.35079 0.00 -0.01 -0.01 0.234
H -0.87074 -0.66288 -3.19950 -0.02 0.04 0.03 0.265
H -1.61933 -2.57265 -1.83141 0.00 -0.01 -0.01 0.264
H -0.14588 -3.47930 -0.05351 0.01 0.04 0.06 0.267
H 2.08655 -2.44355 0.34256 -0.07 -0.04 0.04 0.268
H 2.79383 -0.48181 -0.96600 0.03 -0.04 0.00 0.254
```
Positions in Å, forces in eV/Å.

The value obtained for the total energy is -52539.5398 eV. As for the total charge: +2.

Formula: C3H12NO2
Source: the OMol25 dataset
Level of theory: wB97M-V/def2-TZVPD

```
18
Properties=species:S:1:pos:R:3:forces:R:3:nbo_charge:R:1
C -1.18254 -0.16859 2.19454 -3.50 -1.52 0.44 -0.633
C -1.66979 0.72410 0.99687 0.81 -0.72 -0.01 -0.230
C -1.29547 -0.17894 -1.38074 2.91 2.58 3.17 0.112
N -0.89815 0.21947 -0.18611 1.48 -2.20 -1.46 -0.412
H -0.16671 -0.06952 2.29857 2.54 0.39 0.21 0.216
H -1.37040 -1.29786 1.99740 0.08 1.94 0.18 0.228
H -1.62805 0.05097 3.22993 0.33 0.01 -1.83 0.261
H -1.29572 1.80242 1.14583 -1.02 -1.54 -0.36 0.254
H -2.71949 0.58472 0.68403 0.29 0.63 0.75 0.224
H -0.57297 -0.15710 -2.20561 -0.07 -1.07 0.53 0.237
H -2.30115 -0.20512 -1.52785 -2.86 0.05 -0.85 0.196
H 0.11565 -0.13414 0.09068 -1.04 1.55 -0.62 0.481
H 2.09752 -0.51283 -0.56722 -0.60 0.09 0.14 0.520
H 2.46913 -0.69417 0.87162 -1.51 0.15 -0.16 0.517
O 1.65452 -0.55833 0.31613 2.24 -0.28 -0.31 -0.985
H 3.32695 0.83790 -2.32318 -0.60 -0.93 -0.47 0.502
H 2.72279 -0.31218 -3.26327 0.33 0.38 0.34 0.502
O 2.71389 0.06920 -2.37163 0.18 0.50 0.30 -0.991
```
Positions in Å, forces in eV/Å.

The value obtained for the total energy is -8883.0832 eV. As for the total charge: +1. Its relative energy (zero: lowest compared OMol25 entry of this formula, charge and spin) is 41.3 kcal per mole.

Formula: C44H46N7O3Se2TaTe
Source: the OMol25 dataset
Level of theory: wB97M-V/def2-TZVPD

```
104
Properties=species:S:1:pos:R:3:forces:R:3:mulliken_charge:R:1
Ta 0.17368 -0.89339 0.69091 -1.05 -1.64 -1.38 0.095
C -2.71392 1.10341 -0.23859 0.22 0.50 -0.25 -1.816
N -2.40702 -0.24239 0.24001 1.37 -0.60 0.16 1.461
C -3.10562 -0.46439 1.51751 -0.18 -0.12 0.77 -1.216
C -2.83342 -1.29379 -0.65719 0.10 -0.59 -0.30 0.206
C -4.11032 -1.30499 -1.20269 0.08 0.12 -0.03 -0.767
C -4.61642 -2.44099 -1.80829 0.06 0.03 0.13 -1.063
C -3.87042 -3.60809 -1.76429 -0.05 0.07 -0.03 -0.872
C -2.57572 -3.58699 -1.29509 0.23 0.10 0.31 -0.696
C -1.97972 -2.39909 -0.84099 -1.72 0.20 -0.05 0.484
N -0.62522 -2.26959 -0.58729 0.39 1.48 0.66 0.691
C 0.20888 -3.19129 -1.22939 1.18 -0.97 -0.36 -0.022
C -0.08892 -3.66659 -2.51749 0.01 0.25 0.10 -0.242
C 0.67578 -4.62789 -3.14449 -0.03 0.05 0.08 -0.997
C 1.79618 -5.13909 -2.51149 -0.04 0.08 0.03 -1.220
C 2.15118 -4.64169 -1.27279 0.00 -0.01 -0.01 -0.444
C 1.38738 -3.67309 -0.63079 -0.31 -0.03 -0.30 0.003
N 1.77718 -3.21049 0.69061 -0.66 0.83 -0.36 1.375
C 3.22088 -2.98219 0.80901 0.42 0.22 0.04 -1.134
C 1.38698 -4.22669 1.67641 -0.41 -0.15 0.38 -1.415
H -3.78992 1.30171 -0.25209 0.01 -0.18 0.07 0.513
H -2.32762 1.22481 -1.24819 -0.02 -0.06 0.19 0.667
H -2.25902 1.83821 0.43011 0.05 -0.09 -0.04 -0.063
H -4.18712 -0.33859 1.40331 0.07 0.04 -0.18 0.472
H -2.75602 0.24441 2.27011 0.03 -0.09 -0.11 0.210
H -2.92542 -1.48149 1.86241 -0.04 0.14 -0.05 0.397
H -4.72812 -0.42149 -1.14499 -0.07 0.06 0.09 0.419
H -5.60192 -2.42789 -2.24389 -0.13 -0.02 0.00 0.484
H -4.29252 -4.53729 -2.10559 -0.06 -0.16 -0.11 0.486
H -1.99822 -4.49889 -1.27909 -0.02 -0.03 -0.08 0.644
H -0.95032 -3.26069 -3.02659 -0.02 -0.02 -0.06 0.633
H 0.38698 -4.98399 -4.12099 -0.02 -0.01 -0.11 0.489
H 2.38038 -5.91619 -2.97389 0.13 -0.09 -0.07 0.478
H 3.02988 -5.04239 -0.78999 0.06 0.03 0.07 0.471
H 3.79508 -3.91219 0.84981 -0.16 -0.06 -0.05 0.525
H 3.41408 -2.44479 1.73891 -0.03 -0.01 -0.14 0.047
H 3.58488 -2.40219 -0.04009 -0.06 -0.04 0.10 0.421
H 1.95148 -5.15619 1.53831 0.08 0.17 -0.10 0.442
H 0.32798 -4.45399 1.56381 0.12 0.04 0.08 0.301
H 1.57778 -3.84539 2.68081 -0.02 -0.04 -0.01 0.401
Se 2.63558 0.27811 0.48821 0.44 0.95 -0.44 0.144
Se 4.93388 0.26251 0.99401 0.16 -0.48 0.14 -0.163
C 4.53038 -0.03999 2.83811 -0.31 -0.13 0.13 0.671
C 5.48658 0.08791 3.83291 0.12 0.01 -0.23 -0.920
C 5.10808 -0.21539 5.12861 -0.18 -0.02 -0.13 -0.385
C 3.80168 -0.61969 5.37151 0.09 0.02 -0.08 -0.956
C 2.91938 -0.69289 4.30931 0.01 -0.08 0.23 -0.358
N 3.27278 -0.40969 3.05671 0.27 0.09 0.08 0.212
C 2.81538 -0.07599 -1.38659 0.19 0.03 -0.41 0.272
C 3.83528 0.42371 -2.18299 -0.02 0.02 0.34 -0.734
C 3.83028 0.08711 -3.52679 -0.21 -0.07 -0.06 -0.925
C 2.79238 -0.69269 -4.01649 0.08 0.13 0.15 -1.084
C 1.80678 -1.11599 -3.13929 -0.09 -0.18 -0.14 -0.625
N 1.82638 -0.83289 -1.84339 0.16 0.01 0.76 0.908
H 6.49208 0.39891 3.58991 0.06 0.04 0.07 0.450
H 5.82358 -0.13639 5.93041 0.08 0.00 0.12 0.438
H 3.47198 -0.87229 6.36371 -0.05 -0.03 0.17 0.488
H 1.88968 -0.99769 4.45681 -0.05 0.06 0.01 0.426
H 4.60788 1.04981 -1.75809 0.04 0.03 -0.07 0.549
H 4.61268 0.43801 -4.18179 0.08 0.03 -0.04 0.481
H 2.74708 -0.97539 -5.05409 -0.01 -0.04 -0.16 0.572
H 0.97918 -1.73009 -3.46709 0.04 0.02 -0.10 0.541
C -0.51472 5.34601 -2.68939 -0.20 0.38 -0.48 -1.072
N -0.11522 4.35241 -1.72969 0.18 0.03 0.43 -0.093
N -0.31632 3.00611 -1.89579 0.18 -0.36 0.09 1.075
C 0.36188 2.32841 -0.91699 0.04 -0.16 0.67 -0.238
O 0.31318 1.05441 -0.79079 -0.54 -0.94 0.23 1.364
C 1.01218 3.30821 -0.14339 0.07 0.18 0.04 -0.731
C 0.68248 4.54171 -0.66619 -0.09 -0.60 0.04 0.074
C 1.08478 5.88431 -0.19259 0.07 0.14 -0.16 -1.867
C -1.14362 2.47081 -2.91009 -0.38 -0.04 -0.46 -0.755
C -2.42802 2.97871 -3.09379 0.22 -0.11 0.03 0.737
C -3.21712 2.47871 -4.11199 0.01 0.05 -0.03 -0.963
C -2.74222 1.46941 -4.93439 0.00 -0.01 0.02 -0.663
C -1.48112 0.93861 -4.71949 -0.05 0.00 -0.01 -0.738
C -0.67272 1.44021 -3.71389 0.11 0.17 0.14 -0.018
H -0.67462 4.87221 -3.65579 0.04 0.08 0.03 0.417
H 0.28308 6.08161 -2.78859 -0.05 -0.06 0.00 0.394
H -1.43282 5.85461 -2.38699 0.05 -0.06 -0.03 0.341
H 1.64728 3.14481 0.70461 -0.04 -0.06 0.09 0.655
H 1.45928 5.81541 0.82481 0.02 0.02 0.00 0.416
H 0.25418 6.58611 -0.22039 -0.05 0.03 0.04 0.398
H 1.87628 6.28141 -0.82689 0.09 0.10 0.00 0.391
H -2.80592 3.75331 -2.44439 -0.03 0.10 0.09 0.557
H -4.20192 2.88571 -4.26689 -0.16 0.06 -0.04 0.454
H -3.35092 1.10941 -5.74769 -0.09 -0.10 -0.06 0.469
H -1.11592 0.14741 -5.35579 0.06 -0.08 -0.06 0.493
H 0.32158 1.04941 -3.55999 0.07 0.02 0.04 0.468
Te 0.24888 1.03791 2.57431 -1.13 0.56 0.62 0.036
C -1.44472 1.86051 3.68961 0.32 -0.23 -0.19 -0.153
C -1.97792 1.26371 4.82121 0.26 -0.36 -0.05 -0.065
C -2.97532 1.90721 5.53491 -0.05 0.07 0.04 -0.733
C -3.41492 3.16381 5.15571 0.03 0.00 -0.05 -0.494
C -2.86122 3.77651 4.04291 -0.10 0.01 0.06 -0.775
C -1.88942 3.12201 3.30741 0.47 -0.07 -0.47 -0.103
H -1.61982 0.30261 5.14601 -0.03 -0.09 0.04 0.550
H -3.39942 1.42401 6.40171 -0.01 -0.04 0.10 0.429
H -4.17392 3.66931 5.73041 -0.10 0.06 0.07 0.404
H -3.17862 4.76861 3.75771 -0.03 0.05 -0.07 0.419
H -1.44512 3.59661 2.43961 -0.05 0.09 0.00 0.478
O -0.96932 -1.37269 3.94241 -0.20 -0.44 0.36 -0.359
C -0.91952 -2.35019 3.23441 -0.27 0.29 1.92 -0.316
O -0.62172 -2.33269 1.98401 0.85 1.28 -2.26 -0.093
H -1.14402 -3.36209 3.63111 0.09 0.21 -0.23 0.359
```
Positions in Å, forces in eV/Å.

The value obtained for the total energy is -202471.6332 eV. As for the total charge: +2. Its relative energy (zero: lowest compared OMol25 entry of this formula, charge and spin) is 84.2 kcal per mole.

Formula: C2H4FN
Source: the OMol25 dataset
Level of theory: wB97M-V/def2-TZVPD

```
8
Properties=species:S:1:pos:R:3:forces:R:3:nbo_charge:R:1
C -0.75385 0.28618 -0.10927 1.24 1.91 -0.75 -0.266
C 0.46405 -0.57371 -0.18132 -1.06 0.20 -1.10 0.302
N 0.22410 0.22916 0.96960 0.61 -0.93 -0.29 -0.627
F 1.23724 -0.26355 -1.34400 0.01 -0.21 1.96 -0.366
H -0.78728 1.25527 -0.75356 0.06 -2.10 0.96 0.205
H -1.65056 -0.22065 0.09842 -1.32 -0.05 0.33 0.193
H 0.40753 -1.64696 0.03894 0.44 0.39 -0.71 0.169
H 0.85878 0.93426 1.28118 0.01 0.80 -0.40 0.390
```
Positions in Å, forces in eV/Å.

Its structure (SMILES) is F[C@@H]1CN1. The value obtained for the total energy is -6344.4854 eV. Its relative energy (zero: lowest compared OMol25 entry of this formula, charge and spin) is 34.9 kcal per mole.

Formula: C6H9NO2
Source: the OMol25 dataset
Level of theory: wB97M-V/def2-TZVPD

```
18
Properties=species:S:1:pos:R:3:forces:R:3:nbo_charge:R:1
C -0.08510 -0.07792 -0.62160 -1.04 0.93 5.43 0.356
C -0.03766 0.74643 1.37248 -0.74 0.86 1.85 -0.301
C -1.87964 1.36723 -1.32853 -3.78 0.60 0.86 -0.404
C -1.60720 0.16573 -0.73408 1.35 0.34 -1.60 -0.270
C 0.44066 -0.71035 0.87785 -2.12 3.39 -1.64 0.208
C 1.71298 -0.06805 0.54067 0.53 0.62 -1.31 -0.323
H -0.33000 -0.32355 -2.55125 3.20 -0.59 3.34 0.509
H -1.17402 1.17797 1.22692 2.96 -1.39 0.77 0.214
H 0.43765 1.13434 2.41035 -1.01 -0.97 -2.40 0.199
H -2.96461 1.83476 -1.51453 1.97 -1.92 0.26 0.203
H -1.25851 2.27189 -1.45018 0.78 -1.32 0.26 0.232
H -2.17590 -0.85130 -0.55593 0.43 2.74 -0.42 0.249
H 0.00566 -2.58729 0.62189 1.49 2.87 4.78 0.448
H 2.27681 0.13874 1.41142 1.47 0.22 0.43 0.197
H 2.09199 -0.18466 -0.46825 1.77 -1.42 0.63 0.223
N 0.83540 1.02791 0.20741 -3.00 2.45 -1.83 -0.409
O 0.42446 -0.49771 -1.74700 -1.76 -0.60 -5.53 -0.699
O 0.32290 -1.79538 1.59411 -2.51 -6.81 -3.89 -0.634
```
Positions in Å, forces in eV/Å.

The value obtained for the total energy is -11944.6273 eV. Its relative energy (zero: lowest compared OMol25 entry of this formula, charge and spin) is 200.4 kcal per mole.

Formula: C4H9NOS
Source: the OMol25 dataset
Level of theory: wB97M-V/def2-TZVPD

```
16
Properties=species:S:1:pos:R:3:forces:R:3:nbo_charge:R:1
C -0.10430 1.25393 0.30028 0.90 4.07 -0.26 -0.672
C -0.23268 -1.12322 1.05971 -1.55 2.17 -0.91 -0.577
C 0.20247 -0.38660 -1.34854 -2.15 -2.16 -1.10 -0.609
C -0.61391 -0.11331 -0.08978 1.03 -0.32 0.55 0.044
N -1.99714 -0.41501 -0.38463 -4.15 3.69 1.99 -0.639
O -4.43031 0.08747 0.36373 -0.89 -0.14 -0.34 -0.843
S -3.15914 0.71303 0.14503 4.71 -3.35 -1.28 1.340
H -0.43990 2.03648 -0.48137 0.22 -1.16 0.97 0.215
H -0.24801 1.85601 1.29630 -0.12 -1.89 -1.40 0.231
H 1.02432 1.24672 0.08369 -1.54 0.00 0.79 0.226
H 0.78308 -0.93397 1.21644 1.59 0.19 0.93 0.204
H -0.35914 -2.11990 0.78236 -0.40 -1.64 -0.59 0.215
H -0.90514 -0.87109 1.88296 0.50 -0.17 0.24 0.211
H -0.18692 -1.40453 -1.65271 0.63 0.96 -0.26 0.220
H -0.06493 0.33564 -2.16670 0.66 -0.60 0.83 0.221
H 1.24159 -0.51331 -1.11401 0.56 0.36 -0.17 0.212
```
Positions in Å, forces in eV/Å.

The value obtained for the total energy is -18664.3113 eV. Its relative energy (zero: lowest compared OMol25 entry of this formula, charge and spin) is 74.1 kcal per mole.

Formula: C3H7N3
Source: the OMol25 dataset
Level of theory: wB97M-V/def2-TZVPD

```
13
Properties=species:S:1:pos:R:3:forces:R:3:nbo_charge:R:1
C 0.23849 -0.13864 1.54985 -0.41 -1.33 2.90 0.407
C -1.02156 1.75200 0.60390 -3.01 2.94 -1.16 0.160
C 1.34582 -1.24658 -0.32926 0.83 -0.11 -4.65 0.037
N -0.44582 0.70861 1.22141 2.66 -1.30 0.08 -0.166
N -1.71838 1.44134 -0.40853 0.02 -0.71 1.25 -0.436
N 0.57216 -1.27934 -1.36037 -1.03 1.65 -1.48 -0.534
H 0.59213 -0.97196 2.22946 -0.19 1.05 -0.99 0.359
H -0.98798 2.73424 1.12920 0.11 -0.82 -0.13 0.273
H 2.21469 -0.57154 -0.53802 -0.66 -0.32 1.33 0.293
H 1.30379 -2.12488 0.25462 0.12 -0.56 1.34 0.260
H -2.43438 2.13532 -0.60017 0.39 0.75 -0.87 0.414
H 0.57204 -0.56490 -2.14524 0.80 -0.57 1.29 0.465
H -0.23102 -1.87366 -1.60685 0.38 -0.66 1.07 0.470
```
Positions in Å, forces in eV/Å.

The value obtained for the total energy is -7672.1979 eV. As for the total charge: +2. Its relative energy (zero: lowest compared OMol25 entry of this formula, charge and spin) is 87.4 kcal per mole.

What is the formula in the fifth record?
C6H9NO2